(1)
Molecular formula: C29H41B2BaF9N6O5Te
Method: DFT, ωB97M-V with the def2-TZVPD basis set

Results
Frontier orbital gap, eV: 3.506

Each line ends with the Löwdin charge.
Geometry (Å):
Ba1 -0.4094 -0.1075 -0.6278  1.901
C1 -5.1006 -0.4904 -2.1244  0.013
C2 -3.8087 -0.8625 -1.4811  -0.254
N1 -3.1003 -0.1051 -0.7475  -0.090
O1 -3.5354 1.1895 -0.5639  -0.060
B1 -3.8709 1.3758 0.9064  -1.114
F1 -4.7376 0.3264 1.2677  0.133
F2 -4.4478 2.6082 1.0650  0.172
O2 -2.6722 1.3473 1.8029  -0.020
N2 -1.9514 0.1742 1.7225  -0.028
C3 -2.2286 -0.7256 2.5821  -0.246
C4 -3.2256 -0.5884 3.6853  -0.002
C5 -1.5621 -2.0566 2.3454  -0.247
N3 -0.9154 -2.1404 1.2513  -0.051
O3 -0.3893 -3.3834 0.9299  -0.021
B2 -1.2414 -4.1615 -0.0203  -1.116
F3 -0.6072 -5.3726 -0.2077  0.150
F4 -2.5314 -4.2904 0.5242  0.131
O4 -1.3791 -3.5553 -1.3943  -0.012
N4 -1.9722 -2.3071 -1.3450  -0.066
C6 -3.2111 -2.2364 -1.6398  -0.249
C7 -4.0706 -3.3724 -2.0806  -0.001
C8 -1.7903 -3.1890 3.2895  0.000
H1 -5.4658 0.4398 -1.6991  0.090
H2 -5.8416 -1.2766 -1.9853  0.084
H3 -4.9542 -0.3561 -3.1997  0.097
H4 -3.6936 0.3884 3.6400  0.084
H5 -2.7350 -0.7204 4.6523  0.087
H6 -3.9969 -1.3542 3.5936  0.099
H7 -3.4940 -4.2914 -2.1033  0.084
H8 -4.4793 -3.1589 -3.0708  0.089
H9 -4.9116 -3.4959 -1.3965  0.099
H10 -1.8169 -2.8355 4.3189  0.078
H11 -1.0162 -3.9414 3.1630  0.090
H12 -2.7455 -3.6649 3.0599  0.100
C9 -0.5022 3.6685 2.4042  -0.046
C10 0.8164 3.0869 1.9006  -0.374
C11 1.8580 4.1992 1.7318  -0.044
C12 1.3716 1.9852 2.7802  -0.127
C13 1.2509 2.0307 4.1641  -0.015
C14 1.7860 1.0352 4.9613  -0.059
C15 2.4544 -0.0311 4.3824  -0.030
C16 2.6027 -0.1368 3.0040  -0.134
C17 3.3588 -1.3341 2.4470  -0.356
C18 4.7884 -0.9689 2.0354  -0.055
C19 2.6427 -2.1077 1.3398  -0.047
C20 2.0627 0.8995 2.2329  -0.152
N5 2.1152 0.7863 0.8099  0.098
C21 3.0745 1.2743 0.1476  -0.073
C22 3.0736 1.0568 -1.3035  -0.152
C23 3.9901 1.7408 -2.2686  0.075
C24 3.6889 1.2590 -3.4687  0.051
C25 2.6347 0.2295 -3.2301  -0.183
N6 2.2812 0.2047 -1.8870  0.110
C26 2.0570 -0.6329 -4.1856  -0.432
C27 1.0085 0.6792 -4.3954  0.097
C28 2.7966 -0.8492 -5.4916  -0.007
C29 1.2798 -1.8468 -3.7183  0.009
H13 -0.9066 4.3377 1.6439  0.091
H14 -0.3636 4.2494 3.3191  0.078
H15 -1.2465 2.8905 2.5697  0.075
H16 0.6060 2.6750 0.9108  0.074
H17 2.0926 4.6520 2.6979  0.087
H18 1.4700 4.9791 1.0747  0.086
H19 2.7994 3.8338 1.3110  0.058
H20 0.7129 2.8525 4.6170  0.115
H21 1.6713 1.0819 6.0363  0.107
H22 2.8604 -0.8160 5.0093  0.115
H23 3.4456 -2.0215 3.2922  0.130
H24 4.8035 -0.3562 1.1294  0.054
H25 5.3586 -1.8743 1.8199  0.082
H26 5.3032 -0.4179 2.8231  0.085
H27 2.6083 -1.5539 0.3972  0.051
H28 1.6231 -2.3761 1.6112  0.065
H29 3.1766 -3.0380 1.1372  0.093
H30 3.9011 1.8315 0.5905  0.145
H31 4.7261 2.4837 -2.0034  0.132
H32 4.1172 1.5043 -4.4254  0.129
H33 1.4692 1.5656 -4.8192  0.109
H34 0.3763 0.9240 -3.5490  0.048
H35 0.4045 0.1847 -5.1597  0.140
H36 3.2197 0.0679 -5.8974  0.088
H37 2.1113 -1.2608 -6.2307  0.103
H38 3.6002 -1.5702 -5.3401  0.108
H39 0.6457 -1.6756 -2.8524  0.043
H40 1.9734 -2.6475 -3.4591  0.116
H41 0.6414 -2.2025 -4.5259  0.110
F5 -3.1980 3.6920 -1.2318  -0.327
Te1 -1.7220 3.0962 -2.1738  1.828
F6 -0.3247 3.0962 -3.4890  -0.411
F7 -2.8868 3.1087 -3.6071  -0.337
F8 -1.5781 1.1720 -2.6833  -0.538
F9 -1.3436 4.9185 -2.2793  -0.371
O5 -0.7292 2.5756 -0.7687  -0.719


(2)
Molecular formula: C5H9N3
Method: DFT, ωB97M-V with the def2-TZVPD basis set

Results
SMILES: Cc1ncc(N)n1C
Frontier orbital gap, eV: 7.808

Each line ends with the Löwdin charge.
Geometry (Å):
C1 0.9779 1.1672 -0.8162  -0.033
C2 -2.1567 1.0467 -0.1840  -0.029
N1 0.2462 0.1656 -0.0751  -0.041
C3 0.7743 -1.0089 0.3974  -0.389
C4 -1.1820 -0.0626 -0.0184  -0.369
N2 2.0990 -1.2325 0.5548  0.116
C5 -0.3188 -1.7796 0.7238  -0.128
N3 -1.5062 -1.3158 0.1378  0.105
H1 2.7518 -0.4621 0.6495  0.091
H2 2.4004 -2.0665 1.0501  0.104
H3 -0.3280 -2.7246 1.2485  0.087
H4 0.3053 1.8087 -1.3877  0.082
H5 1.6723 0.6869 -1.5120  0.094
H6 1.5410 1.7725 -0.1008  0.087
H7 -2.6864 1.2120 0.7593  0.080
H8 -2.8915 0.7973 -0.9548  0.082
H9 -1.6987 1.9958 -0.4722  0.061


(3)
Molecular formula: C5H11NO
Method: DFT, ωB97M-V with the def2-TZVPD basis set

Results
SMILES: CN[C@H]1C[C@@]1(C)O
Frontier orbital gap, eV: 9.289

Each line ends with the Löwdin charge.
Geometry (Å):
C1 0.5625 0.8438 -0.1771  -0.477
C2 1.2465 2.0585 0.3532  -0.020
C3 -1.6395 -1.7997 -0.1800  -0.144
N1 -1.4023 -0.5692 0.5445  -0.086
C4 0.0114 -0.1846 0.7807  -0.257
C5 1.1807 -0.5931 -0.0553  -0.020
O1 -0.1274 1.0754 -1.4040  -0.003
H1 -0.3766 0.2358 -1.8235  0.084
H2 -1.9815 0.2074 0.2282  0.112
H3 0.2210 -0.0301 1.8381  0.132
H4 0.6025 2.9364 0.2404  0.087
H5 2.1710 2.2456 -0.2017  0.084
H6 1.4952 1.9625 1.4142  0.086
H7 -1.0039 -2.6113 0.1897  0.086
H8 -1.4626 -1.6751 -1.2529  0.061
H9 -2.6772 -2.1186 -0.0402  0.076
H10 1.0534 -1.2446 -0.9096  0.098
H11 2.1268 -0.7390 0.4549  0.102


What is the formula in the first record? C29H41B2BaF9N6O5Te